Molecular formula: C34H48BrN4OSSiTeTi
Method: DFT, wB97M-V/def2-TZVPD

Output
- 2S+1: 2
- HOMO energy (spin up / spin down): -6.043 / -6.067 eV
- Charge: 0
- ΔE to the lowest compared entry with this formula, charge and spin: 211.6 kJ/mol
- Frontier orbital gap (spin up / spin down): 5.18 / 5.00 eV
- LUMO energy (spin up / spin down): -0.86 / -1.07 eV

```
92
C34H48BrN4OSSiTeTi | the Open Molecules 2025 dataset | wB97M-V/def2-TZVPD
Ti 0.5610 -1.9919 -0.7141
C 1.6023 -7.2389 -0.9996
C 2.1711 -5.8600 -0.8688
C 3.5515 -5.6297 -1.0425
C 4.0030 -4.3082 -1.0083
C 3.0964 -3.3105 -0.7884
Br 3.6523 -1.4736 -0.8627
N 1.7586 -3.4828 -0.5693
C 1.3425 -4.7972 -0.6227
H 2.3834 -7.9888 -0.9150
H 1.1298 -7.3506 -1.9755
H 0.8444 -7.4264 -0.2432
H 4.2336 -6.4428 -1.2148
H 5.0399 -4.0621 -1.1656
H 0.2783 -4.9507 -0.4785
C -2.3781 -5.0417 -2.9466
Si -1.4920 -3.3403 -2.8208
C -2.4793 -2.1630 -3.9678
C 0.2636 -3.5992 -3.5906
C -1.3491 -2.7173 -1.0487
H -2.4155 -5.3917 -3.9731
H -3.4010 -4.9716 -2.5893
H -1.8765 -5.8069 -2.3599
H -2.6239 -2.5970 -4.9530
H -1.9862 -1.2039 -4.0914
H -3.4588 -1.9640 -3.5455
H 0.2541 -3.4690 -4.6693
H 0.6359 -4.6012 -3.3881
H 0.9815 -2.8816 -3.1681
H -1.5603 -3.5208 -0.3271
H -2.0871 -1.9278 -0.8760
C -4.5534 2.3625 -2.2341
N -3.2116 2.8546 -2.3295
C -2.8030 4.1125 -2.7063
C -1.4543 4.1448 -2.6196
N -1.0331 2.9075 -2.2050
C -2.1129 2.1111 -2.0137
S -2.1722 0.5393 -1.4873
H -5.2382 3.1792 -2.0117
H -4.5770 1.6167 -1.4388
H -4.8639 1.8732 -3.1598
H -3.5026 4.8613 -3.0140
H -0.7629 4.9420 -2.7951
H -0.0557 2.6312 -2.0329
C 0.8810 0.0962 -3.2279
C 1.0750 0.6469 -1.8117
O 1.4195 1.8363 -1.6402
N 0.8597 -0.1787 -0.8426
Te 1.5873 0.4903 1.1561
C 2.3116 2.0229 2.6840
C 3.1934 3.0393 2.3356
C 3.7631 3.1574 0.9558
C 3.5672 3.9861 3.2872
C 3.0816 3.9382 4.5810
C 3.4583 4.9693 5.6036
C 2.2462 2.8854 4.9274
C 1.8684 1.9239 4.0032
C 1.0076 0.7863 4.4580
C -0.4292 1.0940 1.5137
C -0.8397 2.4028 1.2671
C 0.1177 3.4729 0.8435
C -2.1808 2.7282 1.4327
C -3.1142 1.7943 1.8454
C -4.5556 2.1646 2.0239
C -2.6833 0.4995 2.0939
C -1.3570 0.1301 1.9219
C -0.9465 -1.2864 2.1854
H 0.9331 0.9106 -3.9454
H -0.0902 -0.4021 -3.2867
H 1.6830 -0.6177 -3.4384
H 3.4014 2.3476 0.3173
H 4.8498 3.1198 0.9985
H 3.4839 4.1082 0.5080
H 4.2438 4.7815 3.0033
H 3.9613 5.8191 5.1480
H 4.1303 4.5332 6.3428
H 2.5730 5.3257 6.1288
H 1.8770 2.8153 5.9415
H 1.0076 0.7159 5.5430
H 1.3891 -0.1468 4.0407
H -0.0218 0.9260 4.1303
H 0.9069 3.0514 0.2176
H 0.5801 3.9246 1.7232
H -0.4069 4.2536 0.2929
H -2.5005 3.7404 1.2251
H -4.7337 3.2018 1.7495
H -4.8548 2.0238 3.0617
H -5.1818 1.5287 1.4010
H -3.3986 -0.2406 2.4221
H -1.7680 -1.8539 2.6145
H -0.0964 -1.3272 2.8692
H -0.6302 -1.7670 1.2281
```

These are the Mulliken partial charges, in e, on atoms 1 to 8: atom 1 (Ti): -0.2111, atom 2 (C): -1.4721, atom 3 (C): 0.7798, atom 4 (C): -0.6614, atom 5 (C): -0.5604, atom 6 (C): 0.1812, atom 7 (Br): -0.0329, atom 8 (N): 0.1892

***

Molecular formula: C4H7NO
Method: DFT, wB97M-V/def2-TZVPD

Output
- HOMO energy: -9.707 eV
- Charge: 0
- ΔE to the lowest compared entry with this formula, charge and spin: 222.2 kJ/mol
- Frontier orbital gap: 10.58 eV
- LUMO energy: 0.87 eV
- Structure (SMILES): O=CN1CCC1

```
13
C4H7NO | the Open Molecules 2025 dataset | wB97M-V/def2-TZVPD
C 0.7724 -0.5867 1.1085
C -1.2812 -0.6472 -0.4044
C -1.1874 0.4454 -1.4440
C 0.1439 0.9497 -0.7039
H 0.5382 -1.7160 1.4142
H -1.3703 -1.7395 -0.6496
H -2.0783 -0.3831 0.4526
H -1.9520 1.1724 -1.6278
H -0.8973 0.0642 -2.4296
H -0.1432 1.8919 -0.1356
H 0.9587 1.2210 -1.4971
N 0.1687 -0.3031 -0.0697
O 1.6347 0.0805 1.7030
```

These are the natural (NBO) partial charges, in e, on atoms 1 to 8: atom 1 (C): 0.5517, atom 2 (C): -0.2069, atom 3 (C): -0.4193, atom 4 (C): -0.2073, atom 5 (H): 0.1011, atom 6 (H): 0.2122, atom 7 (H): 0.1920, atom 8 (H): 0.2145

***

Molecular formula: C5H3F6NS
Method: DFT, wB97M-V/def2-TZVPD

Output
- HOMO energy: -9.030 eV
- Charge: 0
- ΔE to the lowest compared entry with this formula, charge and spin: 58.4 kJ/mol
- Frontier orbital gap: 7.34 eV
- LUMO energy: -1.69 eV
- Structure (SMILES): CC(=S)N=C(C(F)(F)F)C(F)(F)F

```
16
C5H3F6NS | the Open Molecules 2025 dataset | wB97M-V/def2-TZVPD
C -1.0715 -1.4769 0.6168
C 0.9183 -0.2049 -0.1510
C -2.1162 -0.3043 0.4549
C 1.4140 0.1417 -1.6151
C 1.1922 0.9468 0.8756
N 0.0283 -1.1194 0.0016
F 0.3943 0.8098 -2.2541
F 2.4212 1.0419 -1.5937
F 1.6717 -0.9091 -2.3484
F 2.4814 1.0857 1.2186
F 0.7471 2.1176 0.4982
F 0.5895 0.6855 2.0660
S -1.6034 -2.9905 1.1000
H -3.0990 -0.4777 0.8402
H -2.1388 -0.1026 -0.5895
H -1.8291 0.7564 0.8799
```

These are the natural (NBO) partial charges, in e, on atoms 1 to 8: atom 1 (C): 0.0914, atom 2 (C): 0.1540, atom 3 (C): -0.6521, atom 4 (C): 0.9500, atom 5 (C): 0.9347, atom 6 (N): -0.3169, atom 7 (F): -0.3267, atom 8 (F): -0.3070

***

Molecular formula: C9H22BO3Rb
Method: DFT, wB97M-V/def2-TZVPD

Output
- HOMO energy: -6.735 eV
- Charge: 0
- ΔE to the lowest compared entry with this formula, charge and spin: 452.4 kJ/mol
- Frontier orbital gap: 4.96 eV
- LUMO energy: -1.77 eV

```
36
C9H22BO3Rb | the Open Molecules 2025 dataset | wB97M-V/def2-TZVPD
Rb 1.2239 0.7031 -4.1626
B -3.3475 -1.0396 -6.0131
H -2.8098 -0.8158 -6.9214
H -3.4079 -0.2401 -5.2910
H -4.3759 -1.2189 -6.2860
H -2.9115 -1.9270 -5.5811
C -4.5249 1.2801 0.2124
C -3.5558 2.3992 0.1164
O -2.3247 2.2961 0.1286
C -4.2255 3.7611 -0.1837
H -3.9566 0.4047 -0.1018
H -5.3323 1.4266 -0.5050
H -4.9613 1.1558 1.2034
H -4.3481 3.8861 -1.2595
H -3.5168 4.5578 0.0423
H -5.1340 3.8710 0.4085
C 6.6519 1.2949 1.6658
C 5.8186 2.5413 1.3723
O 5.2235 2.6668 0.3215
C 5.8143 3.6658 2.4004
H 6.2230 0.8650 2.5710
H 7.6470 1.5868 2.0015
H 6.5927 0.4574 0.9707
H 5.0315 3.7575 3.1533
H 5.7420 4.6359 1.9087
H 6.8025 3.7639 2.8500
C 0.4936 -3.7881 0.9782
C -0.0621 -4.7326 1.9982
O 0.6007 -5.1894 2.9194
C -1.4962 -5.2452 1.7524
H 0.3882 -2.7615 1.3291
H 0.0268 -3.8932 -0.0012
H 1.5522 -4.0140 0.8507
H -1.7887 -5.1876 0.7040
H -2.1610 -4.6423 2.3710
H -1.5916 -6.2814 2.0767
```

These are the natural (NBO) partial charges, in e, on atoms 1 to 8: atom 1 (Rb): 0.9933, atom 2 (B): -0.8587, atom 3 (H): -0.0396, atom 4 (H): -0.0496, atom 5 (H): -0.0029, atom 6 (H): -0.0428, atom 7 (C): -0.7323, atom 8 (C): 0.6110

***

Molecular formula: C20H19NO7S
Method: DFT, wB97M-V/def2-TZVPD

Output
- HOMO energy: -7.176 eV
- Charge: 0
- ΔE to the lowest compared entry with this formula, charge and spin: 512.3 kJ/mol
- Frontier orbital gap: 5.12 eV
- LUMO energy: -2.05 eV

```
48
C20H19NO7S | the Open Molecules 2025 dataset | wB97M-V/def2-TZVPD
O 6.1440 -0.4303 2.3907
O 6.7249 -2.7289 1.8533
O 8.0862 -0.7713 1.1357
O 5.0730 0.9199 -1.1538
O -5.7991 1.2610 -0.9785
O -4.2720 -0.6070 0.9584
O 6.0668 -1.1920 -0.1480
C 2.7391 0.2089 -0.7104
C 3.7879 -1.8074 0.8647
C -3.5292 2.0685 -1.5242
C 4.1094 0.0699 -0.6336
C 4.6633 -1.0122 0.0641
C -4.4241 1.2034 -0.8387
C 1.8980 -0.5143 0.1498
C 2.4213 -1.6572 0.7826
C -2.1155 1.9307 -1.5091
C -0.2333 0.6905 -0.6806
C -3.7482 0.2946 0.0697
C 0.4180 -0.2622 0.1197
C -1.7286 -0.8574 0.8725
C -1.5547 0.9435 -0.6541
C -2.3116 0.1293 0.1361
N -0.3957 -1.0402 0.9030
C 4.6398 2.2691 -1.3095
C -6.4210 1.8602 -2.1463
C -5.6790 -0.4726 1.2422
C 1.4355 -2.6664 1.3604
C 0.1645 -1.9901 1.8832
S 6.7490 -1.2594 1.3648
H 2.3667 1.0138 -1.3501
H 4.2831 -2.5821 1.4647
H -4.0720 2.7935 -2.0546
H -1.5849 2.4560 -2.2468
H 0.3227 1.2772 -1.3511
H -2.3592 -1.4301 1.5271
H 5.5542 2.8103 -1.4065
H 4.0579 2.6178 -0.4240
H 4.0459 2.3486 -2.1554
H -7.4987 1.5252 -2.3390
H -6.6647 2.9851 -1.9836
H -5.7627 1.5467 -3.0087
H -6.3415 -0.8525 0.3431
H -6.0060 -0.9919 2.1387
H -5.8990 0.6118 1.4359
H 1.8730 -3.3121 2.1336
H 1.0622 -3.3199 0.5583
H 0.3790 -1.3913 2.7957
H -0.6647 -2.6867 2.0589
```

These are the natural (NBO) partial charges, in e, on atoms 1 to 8: atom 1 (O): -0.9834, atom 2 (O): -1.0066, atom 3 (O): -0.9827, atom 4 (O): -0.4794, atom 5 (O): -0.5195, atom 6 (O): -0.5122, atom 7 (O): -0.6385, atom 8 (C): -0.2683

***

Molecular formula: C2H3NS
Method: DFT, wB97M-V/def2-TZVPD

Output
- HOMO energy (spin up / spin down): -9.231 / -9.231 eV
- Charge: 0
- ΔE to the lowest compared entry with this formula, charge and spin: 185.6 kJ/mol
- Frontier orbital gap (spin up / spin down): 9.02 / 9.02 eV
- LUMO energy (spin up / spin down): -0.21 / -0.21 eV
- Structure (SMILES): C1=NCS1

```
7
C2H3NS | the Open Molecules 2025 dataset | wB97M-V/def2-TZVPD
C -0.5354 -0.9899 0.0043
C 0.6121 0.7411 0.0065
N 0.6918 -0.6708 -0.0016
S -1.6218 0.4387 -0.0001
H -0.7907 -1.9735 0.0366
H 0.8213 1.3567 0.9759
H 0.8227 1.0977 -1.0216
```

Let us look at the natural (NBO) charges, expressed in e, one per atom: atom 1 (C): -0.0051, atom 2 (C): -0.0991, atom 3 (N): -0.4846, atom 4 (S): -0.0600, atom 5 (H): 0.1871, atom 6 (H): 0.2399, atom 7 (H): 0.2219